The following is a DFT calculation (wB97M-V/def2-TZVPD) of the molecule C5H8N2.

CARTESIAN COORDINATES (ANGSTROEM)
C  -2.419  0.803  0.047
N  -1.129  0.459  -0.379
C  -0.467  0.204  -1.510
C  0.803  -0.309  -1.169
C  0.867  -0.338  0.211
C  1.952  -0.764  1.137
N  -0.326  0.154  0.657
H  -3.176  0.633  -0.689
H  -2.570  1.820  0.383
H  -0.956  0.154  1.480
H  -0.916  0.417  -2.471
H  1.588  -0.597  -1.856
H  2.134  -0.022  1.914
H  2.890  -0.909  0.605
H  1.726  -1.705  1.641

## Properties
- HOMO level: -6.408 eV
- Electronic energy: -304.71386 hartree
- Energy above the lowest of the compared OMol25 structures with the same formula, charge and spin: 319.4 kJ/mol
- Charge: 0

---

The following is a DFT calculation (wB97M-V/def2-TZVPD) of the molecule C41H41BrN2O7.

CARTESIAN COORDINATES (ANGSTROEM)
C  6.521  1.718  1.874
C  5.720  0.893  0.797
O  5.949  1.340  -0.559
C  4.836  2.019  -1.068
O  4.621  3.136  -0.659
C  3.856  1.365  -2.125
C  2.492  2.195  -2.079
C  1.369  1.536  -2.990
C  0.124  1.120  -2.157
C  -0.865  2.182  -1.843
C  -0.689  3.690  -2.265
C  -0.194  4.464  -0.936
C  1.079  5.384  -1.238
O  0.291  3.446  -0.010
C  0.336  3.931  1.344
C  -0.731  3.221  2.241
C  -2.033  3.885  2.453
C  -3.126  3.303  3.237
C  -2.947  1.980  3.862
C  -1.634  1.322  3.690
C  -0.542  1.927  2.898
C  -2.108  1.887  -1.077
Br  -3.378  3.355  -0.747
C  -2.355  0.522  -0.590
C  -1.358  -0.534  -0.906
C  -0.123  -0.263  -1.667
C  0.935  -1.368  -1.954
C  0.374  -2.648  -2.709
C  0.994  -4.004  -2.193
O  0.255  -4.834  -1.713
N  2.426  -4.322  -2.311
C  3.039  -4.581  -1.021
C  2.659  -3.951  0.240
C  3.352  -4.242  1.504
C  4.472  -5.198  1.581
C  4.835  -5.869  0.308
C  4.149  -5.568  -0.956
C  -1.689  -1.949  -0.340
O  -0.840  -2.770  -0.048
C  -3.177  -2.366  -0.074
C  -3.521  -3.787  -0.102
C  -4.910  -4.173  0.192
C  -5.917  -3.115  0.465
O  -7.233  -3.523  0.726
C  -5.545  -1.688  0.489
C  -6.644  -0.627  0.799
C  -6.614  -0.104  2.290
N  -6.523  -0.844  3.328
C  -4.164  -1.296  0.229
C  -3.615  0.148  0.262
O  -4.162  0.951  0.988
H  6.004  2.674  2.171
H  6.541  1.085  2.812
H  7.577  1.942  1.578
H  4.635  0.939  1.097
H  6.059  -0.175  0.881
H  3.692  0.308  -1.782
H  4.334  1.385  -3.138
H  2.202  2.231  -0.992
H  2.770  3.226  -2.441
H  1.860  0.685  -3.539
H  1.105  2.287  -3.790
H  -1.626  4.137  -2.679
H  0.123  3.844  -3.019
H  -1.023  5.019  -0.427
H  0.937  5.897  -2.223
H  1.984  4.714  -1.229
H  1.200  6.078  -0.367
H  0.298  5.050  1.394
H  1.343  3.621  1.761
H  -2.169  4.888  1.969
H  -4.075  3.894  3.301
H  -3.787  1.515  4.434
H  -1.518  0.329  4.200
H  0.420  1.372  2.804
H  1.374  -1.657  -0.953
H  1.816  -1.004  -2.554
H  0.708  -2.549  -3.787
H  -0.744  -2.720  -2.716
H  2.447  -5.237  -2.783
H  1.816  -3.225  0.292
H  3.063  -3.729  2.458
H  5.000  -5.418  2.538
H  5.655  -6.621  0.337
H  4.473  -6.099  -1.892
H  -2.797  -4.608  -0.299
H  -5.273  -5.229  0.227
H  -7.165  -4.494  0.775
H  -6.550  0.268  0.123
H  -7.635  -1.104  0.533
H  -6.627  1.012  2.451
H  -6.492  -1.824  3.009

## Properties
- HOMO level: -8.407 eV
- Electronic energy: -4796.91004 hartree
- Charge: 0

---

The following is a DFT calculation (wB97M-V/def2-TZVPD) of a cluster of 2 separate species, C3H4O3 in total.

CARTESIAN COORDINATES (ANGSTROEM)
C  -0.632  -1.213  1.291
C  0.498  -1.498  0.725
O  1.505  -1.736  0.170
H  -0.732  -0.302  1.867
H  -1.515  -1.794  1.061
O  0.929  2.179  0.098
C  0.514  1.495  -0.819
O  -0.789  1.202  -1.005
H  1.142  1.022  -1.590
H  -0.918  0.645  -1.798

## Properties
- HOMO level: -9.518 eV
- Electronic energy: -342.39512 hartree
- Energy above the lowest of the compared OMol25 structures with the same formula, charge and spin: 159.7 kJ/mol
- SMILES: C=C=O.O=CO
- Charge: 0

---

The following is a DFT calculation (wB97M-V/def2-TZVPD) of a cluster of 2 separate species, C25H49BrN6OSSi2 in total.

CARTESIAN COORDINATES (ANGSTROEM)
C  0.962  -3.782  1.358
N  1.077  -4.735  0.235
C  -0.157  -5.316  -0.043
N  -0.241  -6.624  -0.066
Br  1.143  -7.746  0.388
N  -1.213  -4.521  -0.355
C  -2.588  -5.046  -0.233
C  -3.507  -4.042  0.474
C  -4.274  -3.105  -0.482
C  -4.091  -1.611  -0.202
C  -4.202  -0.747  -1.456
N  -5.588  -0.756  -1.968
C  -0.916  -3.745  -1.595
S  -0.985  -4.892  -3.027
C  0.461  -3.091  -1.497
C  1.517  -4.096  -1.057
C  2.949  -3.597  -0.937
C  3.499  -2.851  -2.163
C  4.012  -1.434  -1.916
O  4.728  -0.894  -2.709
N  3.620  -0.863  -0.702
C  2.229  -0.545  -0.582
C  1.649  -0.554  0.693
C  0.289  -0.273  0.846
C  -0.497  0.019  -0.276
C  0.086  0.046  -1.547
C  1.451  -0.232  -1.702
H  0.253  -2.973  1.189
H  1.941  -3.354  1.550
H  0.663  -4.326  2.254
H  -1.101  -7.067  -0.357
H  -2.581  -5.977  0.331
H  -2.985  -5.274  -1.225
H  -4.202  -4.617  1.084
H  -2.881  -3.459  1.153
H  -3.978  -3.310  -1.515
H  -5.335  -3.331  -0.392
H  -4.855  -1.258  0.493
H  -3.120  -1.410  0.266
H  -3.903  0.269  -1.188
H  -3.522  -1.114  -2.229
H  -6.017  0.142  -1.789
H  -5.583  -0.847  -2.975
H  -1.672  -2.972  -1.700
H  -1.911  -4.254  -3.749
H  0.408  -2.255  -0.797
H  0.690  -2.663  -2.470
H  1.536  -4.909  -1.796
H  3.084  -2.976  -0.056
H  3.566  -4.484  -0.777
H  4.355  -3.384  -2.577
H  2.774  -2.802  -2.978
H  4.226  -0.087  -0.452
H  2.260  -0.761  1.562
H  -0.163  -0.262  1.830
H  -1.544  0.266  -0.154
H  -0.499  0.298  -2.422
H  1.891  -0.170  -2.691
C  1.999  2.801  0.594
Si  1.554  4.643  0.684
C  0.297  4.907  -0.721
C  3.124  5.582  0.174
N  0.985  4.968  2.210
Si  0.434  6.415  2.834
C  -1.091  7.131  1.952
C  1.724  7.810  2.863
C  -0.092  6.165  4.638
H  2.361  2.516  -0.404
H  2.772  2.554  1.327
H  1.108  2.216  0.817
H  0.634  4.453  -1.662
H  0.136  5.971  -0.914
H  -0.663  4.460  -0.452
H  3.863  5.535  0.977
H  2.909  6.633  -0.032
H  3.579  5.159  -0.731
H  -0.834  7.535  0.970
H  -1.547  7.943  2.530
H  -1.844  6.351  1.815
H  2.665  7.440  3.277
H  1.391  8.654  3.479
H  1.919  8.196  1.859
H  0.755  5.810  5.229
H  -0.887  5.418  4.697
H  -0.460  7.092  5.092

## Properties
- HOMO level: -5.144 eV
- Electronic energy: -4936.88700 hartree
- Charge: 0

---

The following is a DFT calculation (wB97M-V/def2-TZVPD) of the molecule C4H9N.

CARTESIAN COORDINATES (ANGSTROEM)
C  -1.534  0.285  1.758
C  -0.566  -0.354  0.888
C  0.420  0.266  0.158
C  1.426  -0.269  -0.890
N  0.917  -0.223  -2.283
H  -1.354  1.383  1.933
H  -2.578  0.264  1.143
H  -1.695  -0.438  2.838
H  -0.565  -1.398  0.655
H  0.720  1.414  0.221
H  2.351  0.421  -0.843
H  1.692  -1.360  -0.690
H  0.829  0.695  -2.671
H  -0.062  -0.685  -2.218

## Properties
- HOMO level: -8.857 eV
- Electronic energy: -212.47519 hartree
- Energy above the lowest of the compared OMol25 structures with the same formula, charge and spin: 199.5 kJ/mol
- SMILES: C/C=C/CN
- Charge: 0

---

| no. | lowest unoccupied orbital energy (eV) |
| --- | --- |
| 1 | 0.8486 |
| 2 | -0.8719 |
| 3 | 0.4406 |
| 4 | -2.1620 |
| 5 | 1.1073 |